Entry 1:
Formula: C3H3NO
Source: the Open Molecules 2025 dataset
Level of theory: ωB97M-V/def2-TZVPD

CARTESIAN COORDINATES (ANGSTROEM)
O1 0.489 -1.548 0.065
N1 -0.708 -1.439 0.108
C1 -1.241 -0.089 -0.064
C2 1.005 0.738 -0.070
C3 -0.300 0.819 -0.238
H1 1.806 0.694 -0.796
H2 -2.315 -0.020 0.016
H3 1.263 0.845 0.978

Values from the calculation:
- energy relative to the best compared isomer or geometry (same formula, charge and spin) (eV) = 4.344
- LUMO (eV) = -0.46
- structure (SMILES) = C=C=CN=O

Want to see where the charge sits? The natural (NBO) charges in e are: -0.287, 0.147, -0.274, -0.362, 0.076, 0.240, 0.222, 0.239

=====

Entry 2:
Formula: C26H40AsCsF6N2O8S2
Source: the Open Molecules 2025 dataset
Level of theory: ωB97M-V/def2-TZVPD

CARTESIAN COORDINATES (ANGSTROEM)
Cs1 1.512 5.229 -4.425
As1 0.053 1.845 -2.882
S1 3.157 -1.186 0.324
S2 -0.605 -3.132 -3.822
F1 1.678 2.653 -2.960
F2 0.754 0.398 -3.581
F3 -1.526 1.019 -3.087
F4 -0.266 2.404 -4.569
F5 0.438 1.366 -1.163
F6 -0.734 3.368 -2.195
O1 7.222 4.241 2.081
O2 6.938 2.248 2.691
O3 1.824 -1.828 -0.008
O4 -2.292 -1.602 3.897
O5 -0.202 -2.039 -4.709
O6 -3.661 -3.087 3.246
O7 -1.893 -2.919 -3.147
O8 3.502 -0.580 1.555
N1 -2.926 -2.170 3.050
N2 6.517 3.262 2.145
C1 4.091 2.412 2.143
C2 5.480 -1.661 -0.992
C3 5.041 3.287 1.660
C4 4.612 -0.851 -1.923
C5 -3.695 -1.297 -0.582
C6 -2.770 -1.722 1.632
C7 -3.910 -1.644 0.771
C8 -3.607 2.658 1.649
C9 -7.283 1.266 5.092
C10 3.369 4.140 0.003
C11 4.589 4.175 0.678
C12 0.765 -3.178 -2.643
C13 -2.142 2.623 1.250
C14 -3.979 1.805 2.906
C15 -1.370 -1.215 -0.188
C16 2.773 2.465 1.656
C17 -5.794 1.292 4.683
C18 0.934 -5.264 -4.074
C19 -2.434 -1.008 -1.072
C20 -5.520 1.541 3.201
C21 3.569 -0.110 -1.050
C22 -1.507 -1.580 1.099
C23 1.728 -4.139 -3.513
C24 2.419 3.227 0.557
C25 -0.413 -4.840 -4.536
C26 4.529 -2.568 -0.035
H1 -2.063 3.080 0.264
H2 0.779 -6.005 -3.290
H3 -3.835 3.711 1.815
H4 1.413 3.199 0.165
H5 1.237 -2.212 -2.465
H6 -1.811 1.592 1.130
H7 -0.381 -1.182 -0.620
H8 3.932 -1.364 -2.603
H9 4.928 -2.869 0.934
H10 -2.213 -0.748 -2.097
H11 2.010 1.864 2.126
H12 -7.905 0.749 4.362
H13 -5.209 0.478 5.110
H14 5.217 -0.182 -2.535
H15 -4.155 2.320 0.770
H16 2.181 -3.409 -4.183
H17 -5.411 2.178 5.190
H18 -1.276 -5.465 -4.307
H19 4.086 -3.474 -0.449
H20 4.306 1.737 2.958
H21 1.362 -5.784 -4.931
H22 -4.583 -1.239 -1.193
H23 0.407 -3.573 -1.692
H24 -4.854 -1.940 1.204
H25 5.249 4.892 0.213
H26 -3.455 2.344 3.696
H27 -5.843 0.762 2.509
H28 -0.663 -4.700 -5.588
H29 -3.528 0.815 2.837
H30 -7.701 2.272 5.117
H31 -7.409 0.929 6.121
H32 6.182 -1.042 -0.434
H33 6.027 -2.418 -1.555
H34 2.679 0.286 -1.540
H35 3.908 0.773 -0.510
H36 -0.550 -1.686 1.587
H37 -6.100 2.445 3.019
H38 -1.621 3.348 1.875
H39 3.106 4.684 -0.892
H40 2.592 -4.465 -2.932

Values from the calculation:
- spin multiplicity = 2
- charge = +1
- ⟨S²⟩ = 0.77
- LUMO (spin up / spin down) (eV) = -3.86 / -7.69

Want to see where the charge sits? The Löwdin charges in e are: 1.015, 0.935, 0.744, 0.727, -0.415, -0.248, -0.265, -0.330, -0.279, -0.319, 0.084, 0.065, -0.404, 0.147, -0.326, 0.154, -0.356, -0.309, -0.364, -0.330, -0.020, -0.193, -0.096, -0.204, 0.022, -0.039, 0.111, -0.269, -0.108, -0.048, -0.031, -0.205, -0.116, -0.185, 0.018, -0.079, -0.277, -0.244, 0.050, -0.204, -0.230, 0.036, -0.204, -0.070, -0.200, -0.111, 0.059, 0.128, 0.108, 0.086, 0.073, 0.057, 0.102, 0.109, 0.083, 0.101, 0.111, 0.068, 0.101, 0.121, 0.097, 0.113, 0.102, 0.108, 0.079, 0.120, 0.129, 0.131, 0.093, 0.138, 0.111, 0.111, 0.096, 0.108, 0.072, 0.067, 0.070, 0.121, 0.106, 0.075, 0.087, 0.142, 0.109, 0.080, 0.090, 0.110

=====

| no. | energy (eV) |
| --- | --- |
| 1 | -6692.1475 |
| 2 | -146319.7199 |